Version A
2 unconnected molecules or ions with the total composition C5H14NO2. Source: OMol25; level of theory: wB97M-V/def2-TZVPD.

## Properties
net charge	-1
Kohn-Sham gap	0.22619	Ha
HOMO energy	-2.549	eV

Geometry as XYZ:
```
22
C5H14NO2, DFT wB97M-V/def2-TZVPD
C 0.7844 -0.8933 -1.1230
N -0.4700 -0.7029 -0.3679
C -1.5510 0.2014 -0.8705
C 0.4563 0.8065 1.3814
C -0.2033 -0.5110 1.1136
C 0.7086 -1.7439 1.4806
O 1.9819 -1.4594 1.2693
H 0.7918 -1.5478 -2.0113
H 1.5408 -1.2189 -0.2784
H 1.0294 0.1599 -1.4904
H -1.4666 0.7475 -1.7510
H -2.5261 -0.4940 -1.0491
H -2.0784 0.7440 -0.1085
H 1.4384 0.7843 1.8698
H 0.5519 1.4541 0.4851
H 0.0115 1.3702 2.1328
H -1.1241 -0.5327 1.7589
H 0.6724 -2.2064 2.4921
H 0.4449 -2.7463 0.8120
H 0.2840 2.2186 -1.8436
H -1.0791 2.5628 -1.8700
O -0.1976 3.0072 -2.0317
```



Version B
2 unconnected molecules or ions with the total composition C5H14NO2. Source: OMol25; level of theory: wB97M-V/def2-TZVPD.

## Properties
net charge	-1
Kohn-Sham gap	0.26663	Ha
HOMO energy	-3.487	eV

Geometry as XYZ:
```
22
C5H14NO2, DFT wB97M-V/def2-TZVPD
C 0.6149 2.4954 -0.1569
C 1.9935 2.3326 0.4991
C -0.2665 1.1893 -0.0168
N 0.4927 0.1880 -0.7269
C -0.2988 -0.8165 -1.4575
C -0.8089 -1.9663 -0.5293
O -0.9123 -1.6608 0.8033
H 0.6924 2.6587 -1.2105
H 0.1035 3.3267 0.3397
H 1.8722 2.0292 1.5373
H 2.5409 3.2966 0.6792
H 2.6181 1.6120 -0.0204
H -0.6103 0.9620 0.9995
H -1.1592 1.4695 -0.5664
H 1.0263 -0.4114 -0.0872
H -1.1283 -0.4730 -2.1088
H 0.3895 -1.2298 -2.2243
H -0.1337 -2.8087 -0.6443
H -1.8068 -2.2236 -0.9742
H -2.4864 -3.5171 2.0423
H -1.1837 -2.8014 1.6453
O -1.5492 -3.6515 2.1780
```



Version C
2 unconnected molecules or ions with the total composition C5H14NO2. Source: OMol25; level of theory: wB97M-V/def2-TZVPD.

## Properties
net charge	-1
Kohn-Sham gap	0.26772	Ha
HOMO energy	-3.487	eV

Geometry as XYZ:
```
22
C5H14NO2, DFT wB97M-V/def2-TZVPD
C -2.6562 0.5772 0.4419
C -1.1022 0.3562 0.3419
C -0.8959 -1.1504 0.4440
C -1.1289 -1.8201 1.8171
N -0.6351 1.0002 -0.8615
C 0.9092 1.1271 -0.9079
O 1.5128 -0.0082 -1.3149
H -2.9343 0.8516 -0.5821
H -3.3452 -0.1965 0.7744
H -2.8553 1.4721 1.0517
H -0.6552 0.8531 1.1964
H -1.5830 -1.6592 -0.2535
H 0.1157 -1.4435 0.1458
H -0.4190 -1.3645 2.5149
H -0.8837 -2.8786 1.7441
H -2.1879 -1.6720 2.0502
H -0.9502 0.5655 -1.7216
H 1.0183 1.9935 -1.5989
H 1.3060 1.4188 0.0652
H 2.7170 -0.2646 -0.5771
H 3.9486 0.7087 -0.7569
O 3.6935 -0.0291 -0.1705
```



The relative energies come out as version A 69.1; version B 8.0; version C 0.0, with values in kcal/mol.



Version A
2 unconnected molecules or ions with the total composition C5H14NO2. Source: OMol25; level of theory: wB97M-V/def2-TZVPD.

## Properties
net charge	-1
Kohn-Sham gap	0.23623	Ha
HOMO energy	-2.664	eV

Geometry as XYZ:
```
22
C5H14NO2, DFT wB97M-V/def2-TZVPD
C 0.7093 2.6318 1.8971
C 0.3260 1.1123 2.0465
N -0.7844 0.7879 1.1148
C -0.1507 -1.5950 0.6671
C -0.6225 -0.2855 0.0464
C 0.4818 0.2467 -0.8924
O -0.0048 -0.1647 -2.0522
H 1.2484 2.9726 2.7720
H -0.2332 3.1240 2.0540
H 1.2778 2.8498 1.0075
H -0.0638 0.9296 3.1017
H 1.2194 0.4876 1.8750
H -1.0703 1.6023 0.5825
H -0.5749 -2.5750 0.2378
H 0.8619 -1.7396 0.3568
H -0.3932 -1.6061 1.7082
H -1.5177 -0.2726 -0.5193
H 0.5260 1.3943 -0.8905
H 1.4380 -0.1895 -1.0327
H -0.6275 -1.5561 -2.2318
H 0.4618 -2.2276 -3.0263
O -0.1858 -2.5067 -2.4962
```



Version B
2 unconnected molecules or ions with the total composition C5H14NO2. Source: OMol25; level of theory: wB97M-V/def2-TZVPD.

## Properties
net charge	-1
Kohn-Sham gap	0.26586	Ha
HOMO energy	-3.563	eV

Geometry as XYZ:
```
22
C5H14NO2, DFT wB97M-V/def2-TZVPD
C 0.2290 0.7273 -0.3862
N 0.2702 -0.6443 0.1331
C -1.0611 -1.4282 0.5101
O -2.0093 -1.0786 -0.2071
C 1.6171 1.2561 -1.1829
C 2.6985 1.6679 -0.1734
C 3.4002 0.5076 0.5055
H -0.6522 0.9020 -0.9408
H 0.0647 1.3908 0.5921
H 0.7407 -1.3103 -0.4831
H -0.7268 -2.4396 0.4696
H -1.1802 -1.0357 1.6005
H 1.3039 2.2690 -1.6750
H 1.9097 0.5085 -1.8456
H 3.3962 2.1416 -0.7752
H 2.3368 2.4806 0.5122
H 2.5142 -0.1060 0.8682
H 3.8769 0.8273 1.3490
H 4.2269 0.1158 -0.1691
H -4.3383 -0.3973 1.2442
H -3.5653 -0.8762 0.0712
O -4.6284 -0.9645 0.5336
```



Version C
2 unconnected molecules or ions with the total composition C5H14NO2. Source: OMol25; level of theory: wB97M-V/def2-TZVPD.

## Properties
net charge	-1
Kohn-Sham gap	0.23637	Ha
HOMO energy	-2.577	eV

Geometry as XYZ:
```
22
C5H14NO2, DFT wB97M-V/def2-TZVPD
C -0.4193 -0.2918 2.1437
O -0.3446 -1.5941 2.1817
C -0.9492 0.3154 0.6830
C -0.5943 -0.7798 -0.4056
C 0.9228 -1.0315 -0.4956
C -1.2603 -0.2783 -1.6859
N -0.1988 1.5774 0.3535
H -1.1798 -0.0381 2.7786
H 0.5870 0.1665 2.5086
H -1.9725 0.5195 0.5412
H -1.1468 -1.6348 0.0148
H 1.3837 -0.4255 -1.3508
H 1.1916 -0.7967 0.5699
H 0.9452 -2.1039 -0.6023
H -2.1056 0.5399 -1.3489
H -1.8799 -1.2231 -2.0575
H -0.6682 0.1993 -2.4767
H 0.4221 1.6127 -0.4348
H 0.2751 1.8986 1.2514
H 2.4522 0.3745 -0.5609
H 1.8261 1.6537 -0.7326
O 2.7134 1.3403 -0.8748
```



Version D
2 unconnected molecules or ions with the total composition C5H14NO2. Source: OMol25; level of theory: wB97M-V/def2-TZVPD.

## Properties
net charge	-1
Kohn-Sham gap	0.25735	Ha
HOMO energy	-3.373	eV

Geometry as XYZ:
```
22
C5H14NO2, DFT wB97M-V/def2-TZVPD
C 0.2833 -1.7416 -2.2797
N 1.2102 -0.5176 -1.9635
C 1.2602 0.2506 -0.7356
C -0.0259 0.7050 -0.1576
C -0.2918 1.4868 1.2558
O -0.7403 0.7302 2.2464
C 1.8330 -0.6620 0.3649
H 0.9812 -2.6900 -2.1166
H 0.0849 -1.9056 -3.4381
H -0.5476 -1.6020 -1.4544
H 1.3892 0.0231 -2.8301
H 1.8788 1.0949 -1.1368
H -0.6277 1.4935 -0.8832
H -0.7936 -0.0026 -0.0829
H 0.6446 1.9319 1.5888
H -1.1452 2.3433 0.9788
H 1.2602 -1.5613 0.3116
H 1.5179 -0.4012 1.5181
H 2.9883 -0.7173 0.3841
H -1.9925 0.2501 1.6142
H -3.2210 0.4555 0.6849
O -2.9149 -0.1455 1.2434
```



The relative energies come out as version A 13.6; version B 0.0; version C 20.6; version D 27.0, with values in kcal/mol.



Version A
C2H5N3S2 in the gas phase. Source: OMol25; level of theory: wB97M-V/def2-TZVPD.

## Properties
net charge	0
Kohn-Sham gap	0.35641	Ha
SMILES	[H]/N=C(\C=N/S)NS
HOMO energy	-9.200	eV

Geometry as XYZ:
```
12
C2H5N3S2, DFT wB97M-V/def2-TZVPD
H 1.0111 -2.2328 -0.2835
N 0.1694 -1.8095 -0.7059
C 0.2018 -0.5542 -0.5817
C 1.3696 0.1299 0.0624
N 1.3076 0.9497 1.0271
S -0.0487 1.3780 1.8448
N -0.8916 0.2079 -0.9018
S -2.2603 -0.3872 -1.6640
H 2.3930 -0.1095 -0.2599
H 0.5913 2.1303 2.8098
H -0.9291 1.2185 -0.7847
H -2.9141 -0.9209 -0.5625
```



Version B
C2H5N3S2 in the gas phase. Source: OMol25; level of theory: wB97M-V/def2-TZVPD.

## Properties
net charge	0
Kohn-Sham gap (alpha / beta)	0.29487 / 0.21170	Ha
HOMO energy (alpha / beta)	-8.379 / -7.535	eV

Geometry as XYZ:
```
12
C2H5N3S2, DFT wB97M-V/def2-TZVPD
C -0.0396 -0.4730 0.2044
C -1.3065 -1.0142 0.1533
N 1.2322 -0.4039 0.7369
N 2.2630 -0.7636 1.6498
N -2.1583 1.1435 -1.1424
S -0.8984 1.7378 -2.1002
S -2.5611 -0.5681 -0.9011
H -0.1280 0.2857 -0.6081
H -1.7426 -1.8752 0.6264
H 1.6645 -0.1192 -0.1237
H 3.1335 -0.3588 1.1515
H -3.0573 1.4919 -1.3473
```



The relative energies come out as version A 0.0; version B 112.9, with values in kcal/mol.



Version A
2 unconnected molecules or ions with the total composition CH3NS2. Source: OMol25; level of theory: wB97M-V/def2-TZVPD.

## Properties
net charge	0
Kohn-Sham gap	0.31227	Ha
HOMO energy	-8.674	eV

Geometry as XYZ:
```
7
CH3NS2, DFT wB97M-V/def2-TZVPD
C 2.2372 1.1273 0.7056
N -0.5326 -0.5247 0.1302
S 2.9367 0.5053 -0.4758
S -2.2747 -0.3613 -0.2679
H -2.1154 0.8840 0.2011
H 0.0919 -0.0718 -0.4993
H -0.3432 -1.5589 0.2060
```



Version B
2 unconnected molecules or ions with the total composition CH3NS2. Source: OMol25; level of theory: wB97M-V/def2-TZVPD.

## Properties
net charge	0
Kohn-Sham gap (alpha / beta)	0.34524 / 0.22977	Ha
HOMO energy (alpha / beta)	-10.121 / -8.778	eV

Geometry as XYZ:
```
7
CH3NS2, DFT wB97M-V/def2-TZVPD
C 0.5189 -1.2523 -0.5752
N -0.6128 -1.1297 -1.4994
S -0.3427 0.3171 -0.7509
S -0.1328 2.3770 1.7506
H 0.3973 -1.6513 0.3423
H 1.5842 -1.2987 -0.9694
H -1.4122 2.6379 1.7021
```



Version C
2 unconnected molecules or ions with the total composition CH3NS2. Source: OMol25; level of theory: wB97M-V/def2-TZVPD.

## Properties
net charge	0
Kohn-Sham gap	0.35334	Ha
HOMO energy	-9.654	eV

Geometry as XYZ:
```
7
CH3NS2, DFT wB97M-V/def2-TZVPD
C -2.6254 -0.0773 -0.2384
N 1.7915 -0.1980 -0.0408
S -2.6438 -1.6103 -0.3150
S -2.6121 1.4783 0.0127
H 2.7753 0.0595 -0.3769
H 1.3603 0.7389 -0.0480
H 1.9541 -0.3911 1.0063
```



Version D
CH3NS2 in the gas phase. Source: OMol25; level of theory: wB97M-V/def2-TZVPD.

## Properties
net charge	0
Kohn-Sham gap	0.34298	Ha
SMILES	S/C=N/S
HOMO energy	-8.515	eV

Geometry as XYZ:
```
7
CH3NS2, DFT wB97M-V/def2-TZVPD
S -1.9749 0.4877 -0.0759
C -0.3643 0.6177 0.5318
N 0.2886 -0.3359 0.0325
S 1.9754 -0.5837 0.0973
H -1.4361 -0.3060 -0.8708
H -0.1905 1.4228 1.3147
H 1.7020 -1.3025 -1.0296
```



The relative energies come out as version A 67.5; version B 89.8; version C 0.0; version D 40.8, with values in kcal/mol.